Molecular formula: C58H128F18N8O19
Method: DFT, wB97M-V/def2-TZVPD

```
231
Properties=species:S:1:pos:R:3
C 6.88 4.49 2.81
C 6.46 4.87 1.35
C 5.01 4.72 1.07
C 4.11 5.90 1.42
N 2.71 5.89 0.78
C 1.92 7.23 0.84
C 0.84 7.16 -0.15
C 1.51 6.45 -1.37
C 2.84 5.87 -0.83
C 1.87 4.76 1.35
H 7.96 4.56 2.94
H 6.58 3.46 2.95
H 6.48 5.17 3.55
H 7.04 4.37 0.57
H 6.81 5.90 1.25
H 4.68 3.79 1.55
H 4.99 4.57 -0.01
H 4.57 6.78 1.00
H 3.99 6.02 2.50
H 1.63 7.44 1.87
H 2.69 7.96 0.58
H 0.00 6.56 0.21
H 0.31 8.05 -0.49
H 0.93 5.60 -1.75
H 1.70 7.07 -2.25
H 3.15 4.83 -0.93
H 3.66 6.53 -1.14
H 0.88 4.70 0.90
H 1.89 4.84 2.44
H 2.43 3.87 1.08
C -0.72 4.74 7.32
C -0.99 4.96 5.87
O -1.80 5.73 5.48
N -0.12 4.14 4.88
H 0.82 4.53 4.87
H 0.16 3.26 5.29
C -0.85 3.93 3.46
H 0.29 5.00 7.65
H -0.96 3.71 7.55
H -1.31 5.39 7.97
H -1.86 3.58 3.64
H -0.26 3.19 2.92
H -0.78 4.92 3.00
C 0.25 -5.52 3.98
C -1.10 -5.16 3.39
O -1.36 -4.68 2.29
N -2.25 -5.12 4.39
H -3.01 -5.55 3.88
H -2.18 -5.81 5.12
C -2.63 -3.72 4.85
H 1.02 -5.56 3.20
H 0.14 -6.53 4.37
H 0.53 -4.81 4.76
H -1.78 -3.18 5.28
H -3.49 -3.76 5.51
H -2.97 -3.14 4.00
C -4.31 5.45 -1.34
C -2.91 4.79 -1.73
O -2.05 4.47 -0.92
N -2.49 4.50 -3.21
H -1.80 3.76 -3.26
H -3.33 4.29 -3.72
C -1.77 5.71 -3.81
H -5.22 5.01 -1.76
H -4.14 6.44 -1.76
H -4.39 5.53 -0.26
H -1.64 5.39 -4.85
H -0.82 5.99 -3.35
H -2.56 6.45 -3.80
C -0.10 1.67 0.30
C -0.29 0.33 -0.46
C -0.47 -0.88 0.52
O -1.02 -2.07 -0.02
C 0.00 -3.02 -0.35
N -1.53 0.56 -1.24
H -1.82 -0.19 -1.86
H -2.37 0.74 -0.71
H -1.42 1.33 -1.88
H 0.00 2.56 -0.32
H 0.80 1.68 0.92
H -0.92 1.89 0.98
H 0.41 0.26 -1.28
H -1.32 -0.54 1.11
H 0.21 -0.99 1.37
H 0.79 -2.48 -0.87
H -0.34 -3.77 -1.06
H 0.30 -3.53 0.57
C -3.37 -4.41 -0.70
C -4.20 -3.17 -0.39
C -5.78 -3.38 -0.47
O -6.50 -2.14 -0.48
C -6.81 -1.64 0.83
N -3.77 -2.54 0.99
H -2.81 -2.65 1.30
H -3.97 -1.57 1.17
H -4.32 -3.11 1.61
H -3.54 -5.18 0.06
H -2.30 -4.22 -0.70
H -3.66 -4.70 -1.71
H -3.99 -2.27 -0.97
H -6.13 -3.99 0.36
H -5.92 -3.85 -1.44
H -6.04 -1.20 1.47
H -7.33 -2.42 1.39
H -7.47 -0.77 0.83
C 8.39 1.10 -0.42
C 7.31 0.23 0.31
C 5.90 0.74 0.00
O 4.97 -0.22 0.53
C 3.66 0.38 0.54
N 7.39 -1.23 -0.14
H 8.24 -1.69 0.12
H 6.70 -1.88 0.20
H 7.44 -1.30 -1.14
H 8.40 0.96 -1.51
H 9.43 0.98 -0.11
H 8.09 2.14 -0.29
H 7.48 0.26 1.39
H 5.63 1.03 -1.02
H 5.77 1.71 0.49
H 3.24 0.42 -0.46
H 3.66 1.33 1.08
H 3.01 -0.26 1.15
C -7.48 0.21 -2.47
C -6.26 -0.01 -3.47
C -6.65 0.41 -4.94
O -7.70 -0.47 -5.39
C -7.39 -1.88 -5.40
N -5.10 0.80 -3.01
H -5.18 1.75 -3.35
H -5.25 0.84 -2.01
H -4.18 0.40 -3.13
H -8.27 -0.47 -2.80
H -7.98 1.17 -2.40
H -7.26 -0.10 -1.45
H -5.92 -1.04 -3.34
H -5.76 0.34 -5.56
H -6.98 1.45 -4.94
H -6.40 -1.86 -5.88
H -8.11 -2.37 -6.05
H -7.39 -2.38 -4.44
C 1.49 0.89 5.82
O 2.54 1.39 5.07
O 1.08 2.04 6.54
C 0.47 0.16 4.98
F 0.96 -0.87 4.25
F -0.45 -0.45 5.74
F -0.22 0.98 4.10
C 3.76 0.56 4.90
C 4.82 1.45 4.33
H 5.60 0.74 4.08
H 4.38 2.02 3.51
H 5.24 2.19 5.00
H 3.64 -0.29 4.21
H 4.11 0.06 5.80
H 1.88 0.20 6.57
C -1.07 -8.71 1.03
O -0.51 -10.02 1.19
O -1.60 -8.35 2.28
C -0.27 -7.75 0.14
F -0.72 -6.56 -0.18
F 0.99 -7.56 0.56
F -0.16 -8.38 -1.05
C 0.86 -10.17 1.38
C 1.16 -11.67 1.66
H 0.81 -12.21 0.78
H 2.22 -11.94 1.65
H 0.77 -12.14 2.57
H 1.24 -9.55 2.19
H 1.53 -9.92 0.55
H -1.95 -9.00 0.45
C -4.28 1.45 1.20
O -3.93 0.33 2.07
O -4.27 0.83 -0.09
C -5.57 2.27 1.67
F -5.62 3.48 1.17
F -6.79 1.73 1.37
F -5.64 2.53 3.04
C -3.16 0.71 3.24
C -2.94 -0.55 3.99
H -2.57 -0.18 4.94
H -3.95 -0.92 4.14
H -2.18 -1.22 3.59
H -3.64 1.45 3.88
H -2.15 0.97 2.92
H -3.37 2.04 1.30
C -2.48 -2.51 -3.95
O -1.29 -2.61 -4.71
O -2.67 -1.11 -3.76
C -3.60 -3.44 -4.49
F -3.94 -3.07 -5.74
F -3.22 -4.77 -4.54
F -4.70 -3.46 -3.79
C -0.15 -3.36 -4.21
C 1.07 -3.39 -5.17
H 0.59 -3.45 -6.14
H 1.57 -2.43 -5.08
H 1.78 -4.21 -5.06
H -0.43 -4.36 -3.85
H 0.21 -2.90 -3.29
H -2.25 -2.85 -2.94
C 1.01 2.83 -3.86
O 1.22 2.26 -5.13
O -0.32 2.47 -3.51
C 2.23 2.61 -2.90
F 2.86 1.49 -3.25
F 3.16 3.55 -3.08
F 1.97 2.51 -1.61
C 2.23 2.93 -5.95
C 2.26 2.39 -7.35
H 2.86 2.87 -8.12
H 2.51 1.33 -7.43
H 1.27 2.39 -7.80
H 3.22 2.77 -5.54
H 2.05 4.00 -6.03
H 0.97 3.91 -4.01
C 5.16 -4.13 -1.11
O 5.17 -2.87 -1.75
O 6.18 -4.13 -0.17
C 3.71 -4.51 -0.62
F 3.77 -5.64 0.06
F 3.23 -3.57 0.21
F 2.85 -4.65 -1.53
C 4.39 -2.72 -2.92
C 4.78 -1.46 -3.58
H 5.02 -0.69 -2.84
H 5.63 -1.65 -4.24
H 4.02 -1.20 -4.32
H 3.36 -2.51 -2.60
H 4.59 -3.48 -3.67
H 5.31 -4.81 -1.94
```

Properties
- Maximum force: 5.5 eV Å⁻¹
- Highest occupied orbital energy: -0.327 hartree
- Kohn-Sham gap: 3.64 eV
- Multiplicity: 1
- Net charge: +2